Entry 1:
{
  "formula": "C2H4N2OS",
  "method": "ωB97M-V/def2-TZVPD",
  "smiles": "[H]/N=N\\C(=S)OC",
  "gap_ev": 8.5,
  "homo_energy_ev": -9.06,
  "species": ["H", "N", "N", "C", "S", "O", "C", "H", "H", "H"],
  "coordinates": [[-0.517489, 3.103626, 0.530728], [-1.331308, 2.415838, 0.586376], [-1.202724, 1.409363, -0.036541], [-0.115996, 1.147079, -1.072832], [0.214869, 2.301717, -2.187499], [0.696334, 0.055738, -1.100546], [0.589666, -0.783591, 0.058981], [-0.549508, -1.142330, -0.036328], [0.610939, -0.208417, 0.975705], [1.182194, -1.599728, -0.164423]],
  "forces_ev_per_a": [[-0.5, -0.5, -0.6], [0.8, 2.4, 1.4], [0.7, -3.9, -2.5], [1.9, 1.9, -0.2], [-0.8, -0.3, 0.4], [-1.7, 1.4, 1.1], [-5.4, 0.5, -1.0], [2.4, 0.2, 0.7], [0.9, -0.3, 0.2], [1.6, -1.4, 0.4]]
}



Entry 2:
{
  "formula": "C2H4N2OS",
  "method": "ωB97M-V/def2-TZVPD",
  "gap_ev": [7.2, 7.0],
  "homo_energy_ev": [-6.69, -10.51],
  "multiplicity": 3,
  "species": ["C", "C", "N", "N", "O", "S", "H", "H", "H", "H"],
  "coordinates": [[3.529917, 0.169089, -0.256237], [-0.411438, 0.483018, 0.279336], [4.638567, 0.238902, 0.000136], [0.274858, -1.614270, -0.247111], [2.300642, 0.129761, -0.490202], [0.962268, -0.515674, 0.575372], [-0.525766, 0.276460, -0.768810], [-0.192948, 1.511138, 0.211760], [-1.172854, 0.361570, 0.987403], [0.853117, -2.421436, -0.237707]],
  "forces_ev_per_a": [[-1.1, 0.0, -0.1], [0.9, 2.5, -1.1], [2.5, 0.0, 0.6], [-1.0, -4.2, -1.3], [2.1, 1.5, -3.7], [-2.2, 0.8, 5.7], [-1.3, -0.3, -0.2], [0.6, 1.6, 0.6], [-1.4, -0.7, 0.5], [0.8, -1.3, -0.9]]
}



Entry 3:
{
  "formula": "C2H4N2OS2",
  "method": "ωB97M-V/def2-TZVPD",
  "gap_ev": 6.3,
  "homo_energy_ev": -7.13,
  "species": ["C", "C", "N", "N", "O", "S", "S", "H", "H", "H", "H"],
  "coordinates": [[-2.272974, 0.321485, -0.066723], [1.532051, -1.623445, -0.436416], [1.367099, -0.350618, -0.167449], [-2.993213, 1.228924, 0.234050], [-1.552676, -0.502033, -0.466318], [0.646133, 2.141599, 1.105491], [1.789531, 0.594422, 1.243159], [1.431170, -1.911675, -1.415614], [1.955710, -2.187796, 0.298798], [0.764398, 0.116368, -0.742605], [-2.667228, 2.172770, 0.413627]],
  "forces_ev_per_a": [[1.0, 1.0, -0.6], [0.0, 3.9, 0.9], [1.5, -3.2, 2.1], [-0.7, 0.2, 0.3], [-0.2, -0.9, 0.1], [-0.7, 1.0, 0.0], [0.4, -1.3, -0.3], [-0.8, -1.0, -2.0], [1.2, -1.7, 1.7], [-1.7, 2.1, -2.3], [-0.1, -0.4, 0.1]]
}



Entry 4:
{
  "formula": "C2H4N2OS2",
  "method": "ωB97M-V/def2-TZVPD",
  "gap_ev": 8.5,
  "homo_energy_ev": -9.00,
  "species": ["C", "C", "H", "H", "H", "H", "N", "N", "O", "S", "S"],
  "coordinates": [[0.949960, 0.740408, -0.073646], [-2.309646, -0.891029, 0.141893], [2.710438, -1.840058, -0.650896], [1.836789, 1.389913, 0.402904], [-0.425085, 2.117082, 0.716395], [-1.347068, -1.133400, 0.957106], [1.145056, -0.381728, -0.489635], [-0.334410, 1.262898, 0.174139], [-3.633046, -1.050406, -0.077139], [2.921708, -0.618653, -0.252559], [-1.514698, 0.404973, -0.848566]],
  "forces_ev_per_a": [[0.0, 5.6, 4.1], [-4.0, 1.6, 0.3], [0.6, -1.2, -0.3], [-2.1, -0.8, -1.1], [-0.6, -0.4, -0.5], [-3.5, -0.5, -1.5], [2.8, -3.0, -1.0], [0.3, -2.5, -1.7], [8.6, -0.2, 1.7], [-1.3, -0.2, -0.6], [-0.7, 1.4, 0.6]]
}



Which max |F| belongs to each record? In order, 5.53, 6.14, 4.08, 8.74 eV Å⁻¹.